DFT (ωB97M-V/def2-TZVPD) results for a structure of composition B2F8Tl in a non-equilibrium geometry.

Results
maximum force	0.181	hartree/bohr
total charge	+1
relative energy (zero: lowest compared OMol25 entry of this formula, charge and spin)	0.0	kcal per mole
multiplicity	1
LUMO	-11.5	eV

Positions of all 11 atoms, in Å:
1 Tl 0.2647 1.0022 0.2020
2 B -0.6398 -0.3534 2.2404
3 F 0.5153 -0.6203 1.4536
4 F -0.4102 -0.4857 3.5714
5 F -1.1749 0.8293 1.8696
6 F -1.5088 -1.3747 1.9396
7 B 0.5899 0.2085 -2.2851
8 F 0.6887 1.4563 -1.6530
9 F 1.8208 -0.1014 -2.8497
10 F 0.2534 -0.6739 -1.2218
11 F -0.3992 0.1130 -3.2670